{
  "formula": "C19H43Cl3OPtSi4Te",
  "method": "wB97M-V/def2-TZVPD",
  "symbols": ["H", "H", "H", "Si", "H", "H", "H", "C", "H", "H", "H", "C", "H", "Cl", "Cl", "H", "C", "C", "H", "Te", "C", "H", "H", "H", "C", "C", "H", "H", "H", "H", "C", "C", "H", "H", "C", "C", "H", "H", "H", "H", "Si", "H", "H", "Cl", "Si", "H", "Si", "H", "H", "H", "H", "C", "O", "C", "H", "H", "C", "H", "C", "H", "H", "C", "H", "H", "H", "C", "C", "Pt", "C", "H", "H", "H"],
  "positions_angstrom": [[-3.165, -0.553, -3.307], [0.973, 1.675, 7.693], [1.830, 0.135, 7.778], [-1.777, 1.140, 5.066], [2.129, 2.962, 3.750], [1.845, -2.705, -1.037], [-1.935, 2.482, -1.947], [-1.409, -2.977, 4.422], [1.218, 3.468, 5.189], [-2.807, 1.641, 7.243], [1.748, -3.040, 3.452], [1.676, -3.078, 4.544], [-3.369, 0.586, -1.963], [-2.323, 0.071, 0.934], [0.526, -2.188, 1.282], [-1.941, -2.964, -1.076], [-0.602, 0.831, -2.172], [1.995, -1.892, -1.750], [0.022, -3.282, 7.330], [1.402, 0.479, 2.194], [-3.287, 0.233, 4.411], [2.217, -2.322, -2.735], [-3.391, -0.765, 4.851], [1.857, 2.263, -1.867], [-1.070, -2.885, -1.731], [-1.723, 2.874, 4.349], [-3.366, -1.166, -1.656], [2.845, 0.798, -1.689], [-0.799, -1.717, 7.422], [-1.452, -2.846, 3.334], [-1.434, -0.332, -2.079], [-2.913, -0.367, -2.254], [-0.274, -3.535, -1.365], [2.594, -2.654, 4.962], [1.864, 1.142, 7.353], [2.093, 2.907, 4.845], [0.970, -1.796, 7.472], [-1.370, -3.241, -2.721], [2.988, 3.397, 5.253], [-1.336, 2.228, -3.589], [2.059, 1.139, 5.487], [-1.047, 1.718, 7.405], [2.740, 1.650, 7.783], [0.311, 2.392, 0.936], [0.247, 0.073, 4.428], [3.698, -0.755, 5.517], [0.140, -2.184, 5.136], [-4.190, 0.815, 4.650], [2.276, 1.278, -3.296], [-1.565, 2.842, 3.262], [2.856, -1.294, -1.439], [0.076, -2.231, 7.011], [2.787, 3.824, 0.337], [2.004, 1.241, -2.232], [4.495, 0.821, 5.681], [3.688, 4.195, 0.531], [-0.606, -1.477, -1.808], [-0.257, 2.927, -2.368], [-1.055, 2.199, -2.531], [3.942, 0.258, 4.079], [-2.321, -2.556, 4.860], [3.700, 0.278, 5.148], [1.618, -4.135, 4.842], [-1.385, -4.055, 4.638], [-0.925, 3.482, 4.792], [0.780, 0.417, -2.031], [-1.865, 1.158, 6.941], [-0.075, -0.085, -0.026], [0.780, -1.038, -1.804], [-2.685, 3.371, 4.545], [-3.222, 0.125, 3.321], [-1.866, 0.150, 7.372]],
  "forces_ev_per_a": [[0.0, 0.0, 0.0], [0.1, 0.0, -0.1], [0.0, 0.1, -0.1], [0.6, -0.2, -1.0], [0.0, 0.0, 0.2], [0.2, 0.1, 0.0], [0.1, 0.1, 0.0], [0.0, -0.3, 0.1], [0.1, -0.1, 0.0], [0.1, -0.1, 0.0], [-0.1, 0.1, 0.2], [0.1, -0.4, 0.1], [0.1, -0.2, 0.0], [-0.7, 0.0, 0.6], [-0.2, -1.3, 0.1], [0.1, -0.1, 0.1], [0.5, -1.0, -0.4], [0.0, -0.1, 0.0], [0.0, 0.1, 0.0], [0.8, -0.5, 1.2], [-0.1, 0.1, 0.1], [0.0, 0.0, 0.0], [0.0, 0.2, 0.0], [0.3, -0.1, 0.2], [-0.1, 0.0, 0.1], [-0.3, 0.2, 0.2], [0.1, 0.2, 0.0], [-0.1, 0.3, 0.0], [0.1, -0.1, -0.1], [0.1, 0.1, 0.2], [0.7, -0.2, -0.5], [-0.1, 0.0, 0.0], [-0.1, 0.0, 0.1], [-0.1, 0.0, 0.0], [0.3, 0.3, 0.5], [0.3, 0.1, 0.3], [-0.1, -0.1, -0.1], [0.0, 0.0, -0.1], [-0.1, 0.1, -0.1], [0.0, 0.1, 0.0], [-0.6, -0.2, -0.4], [-0.1, -0.1, -0.1], [-0.1, 0.0, 0.1], [-0.9, 1.2, -0.9], [0.2, -0.2, 0.1], [0.0, 0.2, 0.0], [0.1, 0.9, -0.9], [0.1, -0.1, 0.0], [0.0, 0.0, 0.1], [0.0, -0.1, 0.2], [-0.1, -0.2, 0.0], [0.0, -0.4, 0.4], [1.4, 0.5, 0.2], [0.0, 0.2, 0.0], [-0.1, -0.1, -0.1], [-1.1, -0.4, -0.3], [0.5, 0.9, -0.8], [-0.2, 0.0, 0.1], [-0.1, 0.1, 0.1], [-0.1, 0.0, 0.2], [0.2, -0.1, 0.0], [0.2, 0.0, 0.1], [0.1, 0.0, 0.0], [-0.1, 0.1, 0.0], [-0.1, -0.1, -0.1], [-0.4, -1.4, -0.2], [-0.2, 0.2, 0.5], [-0.5, 0.6, 1.2], [-0.6, 1.3, -0.8], [0.2, 0.0, -0.1], [0.0, 0.0, 0.2], [0.0, 0.2, -0.1]],
  "mulliken_charge": [0.341, 0.287, 0.210, 0.479, 0.335, 0.292, 0.380, -0.987, 0.215, 0.401, 0.131, -0.807, 0.323, -0.724, -0.664, 0.360, 1.119, -1.384, 0.392, -0.383, -0.650, 0.263, 0.268, 0.389, -1.743, -0.918, 0.296, 0.281, 0.234, 0.207, 0.067, -1.631, 0.300, 0.234, -1.039, -0.913, 0.193, 0.307, 0.336, 0.299, 0.153, 0.217, 0.387, -0.365, 0.487, 0.249, 0.375, 0.357, 0.219, 0.179, 0.342, -1.074, -0.965, -1.482, 0.368, 0.037, 1.257, 0.363, -1.812, 0.273, 0.288, -1.000, 0.359, 0.386, 0.292, 0.290, -1.063, 1.138, 0.103, 0.381, -0.052, 0.217],
  "e_homo_ha": [-0.012, -0.014],
  "e_above_lowest_kj_mol": 0.0,
  "e_lumo_ev": [4.2, 4.2],
  "s2": 6.020,
  "total_charge": -2,
  "total_energy_ev": -102067.9348,
  "spin_multiplicity": 5
}